No. 1
# C10H6N2O5Sc

A structure of composition C10H6N2O5Sc at a distorted geometry (ωB97M-V with the def2-TZVPD basis set, the OMol25 dataset).

Properties
HOMO energy (alpha / beta)	-21.76 / -20.44	eV
net charge	+3
gap between HOMO and LUMO (alpha / beta)	7.7 / 5.4	eV
max |F|	0.1959	hartree/bohr

Atoms and positions in Å:
O 0.00008 -0.00097 -4.01023
C 0.00016 -0.00089 -2.87073
Sc 0.00166 -0.00547 -0.05864
O -1.60194 -2.69799 0.09267
C -1.01627 -1.70462 -0.00430
C 1.01760 1.70682 -0.00603
O 1.59954 2.69936 0.09448
C -1.71095 1.00964 -0.00330
O -2.69767 1.60171 0.09535
C 1.70951 -1.00862 -0.00530
O 2.69986 -1.59913 0.09316
N 0.59848 -2.26391 2.62114
C 0.30827 -1.07255 3.05968
C 0.27186 -0.82524 4.48106
C -0.02604 0.40307 4.99586
C -0.30896 1.46779 4.13486
C -0.27460 1.23116 2.77607
N 0.02815 -0.00591 2.28558
H 0.65393 -2.56618 1.63815
H 0.80141 -3.03251 3.25574
H 0.49494 -1.67040 5.13126
H -0.04683 0.56648 6.07661
H -0.55003 2.45904 4.52862
H -0.50508 2.10171 2.09563

Forces on atoms 1 to 3 (eV/Å):
O 0.00 0.01 3.52
C 0.00 -0.01 -3.01
Sc -0.03 0.17 -1.23



No. 2
# C10H6N2Se

An isolated molecule of C10H6N2Se at a distorted geometry (ωB97M-V with the def2-TZVPD basis set, the OMol25 dataset).

Properties
HOMO energy	-8.04	eV
gap between HOMO and LUMO	8.0	eV
max |F|	0.0739	hartree/bohr

Atoms and positions in Å:
C 1.62787 -1.03469 -0.00347
C -2.86814 0.98745 -0.04907
C 2.98374 -0.95615 -0.04243
C -3.46029 -0.26508 -0.01530
C -1.46628 -1.35804 0.05897
C 3.40651 1.36305 0.02730
C 0.69519 0.04148 0.03324
C -0.74071 -0.16761 0.02406
C -1.48500 1.02787 -0.01834
C 1.06213 1.37153 0.04028
N 3.70185 0.19208 -0.00804
N -2.78116 -1.40307 0.04447
Se -0.34859 2.54912 -0.00973
H 1.20354 -2.02989 -0.02567
H -3.46647 1.88391 -0.09919
H 3.59570 -1.84439 -0.09835
H -4.53733 -0.36477 -0.02957
H -0.96559 -2.31774 0.10699
H 3.84305 2.32495 0.06385

Forces on atoms 1 to 3 (eV/Å):
C 0.86 -0.02 -0.04
C -0.04 -0.19 0.01
C -0.89 -1.28 0.03



No. 3
# C10H6NO5ReS

A structure of composition C10H6NO5ReS at a distorted geometry (ωB97M-V with the def2-TZVPD basis set, the OMol25 dataset).

Properties
HOMO energy (alpha / beta)	-20.36 / -20.35	eV
net charge	+3
⟨S²⟩	3.8032
spin multiplicity	4
gap between HOMO and LUMO (alpha / beta)	6.4 / 4.3	eV
max |F|	0.2346	hartree/bohr

Atoms and positions in Å:
O 3.12826 -0.51689 -5.24523
C 2.52214 -0.13088 -4.41093
Re 2.35999 0.18071 0.70671
O 0.41980 -1.86608 -0.21779
C 1.16996 -1.28021 0.44537
C 1.49258 0.68112 4.09191
O 1.06668 0.97273 5.06523
C 2.23264 1.90960 0.06458
O 1.85779 2.69208 -0.76778
C 4.10139 -0.23477 0.71896
O 5.17285 -0.57071 0.51267
H 2.02399 0.22963 -0.86118
S -0.12141 0.97393 1.62339
C -1.18054 0.34082 0.57216
N -1.74979 -0.82761 0.98662
C -2.72657 -1.48524 0.26925
C -3.23568 -0.82262 -0.88809
C -2.85752 0.49105 -1.12193
C -1.95680 1.13059 -0.31779
H -1.45476 -1.28946 1.86904
H -3.05763 -2.43811 0.66959
H -3.95505 -1.40368 -1.51577
H -3.43136 1.03000 -1.93311
H -1.82094 2.23400 -0.31587

Forces on atoms 1 to 3 (eV/Å):
O 1.36 -0.85 -1.96
C -1.36 0.85 2.06
Re -7.10 1.51 7.03



No. 4
# C10H7BaN3O6

A structure of composition C10H7BaN3O6 at a distorted geometry (ωB97M-V with the def2-TZVPD basis set, the OMol25 dataset).

Properties
HOMO energy	-15.25	eV
net charge	+2
gap between HOMO and LUMO	7.1	eV
max |F|	0.1317	hartree/bohr

Atoms and positions in Å:
O -0.12872 0.01456 -6.44402
C -0.12769 0.01509 -5.31991
Ba -0.10015 0.02429 -2.26832
O -2.07806 -3.25983 -2.28096
C -1.48888 -2.29350 -2.48069
C 1.24601 2.34271 -2.48256
O 1.83005 3.32348 -2.28481
C -2.42993 1.38790 -2.47891
O -3.40944 1.95492 -2.28017
C 2.19452 -1.36708 -2.48118
O 3.17746 -1.94692 -2.28125
C 2.30659 0.57886 3.14323
N 1.05498 0.24687 2.44650
C -0.02761 -0.07363 3.19468
C -1.20645 -0.38667 2.59937
C -1.27003 -0.36566 1.17530
N -0.22098 -0.05812 0.42284
C 0.98384 0.26079 1.03639
O 1.97343 0.55076 0.33993
N -2.42368 -0.66658 0.55476
H 2.17337 1.43315 3.82500
H 3.10083 0.81848 2.44388
H 2.64443 -0.25179 3.78218
H 0.11140 -0.06270 4.28451
H -2.08400 -0.64432 3.17829
H -3.22846 -0.90823 1.10768
H -2.57286 -0.66682 -0.45176

Forces on atoms 1 to 3 (eV/Å):
O 0.01 0.00 1.12
C -0.01 0.00 -1.47
Ba 0.79 0.20 0.88



No. 5
# C10H7BrN2O2

A cluster of 2 separate species, C10H7BrN2O2 in total at a distorted geometry (ωB97M-V with the def2-TZVPD basis set, the OMol25 dataset).

Properties
HOMO energy	-8.58	eV
gap between HOMO and LUMO	8.5	eV
max |F|	0.0766	hartree/bohr

Atoms and positions in Å:
C -3.92002 -0.06307 -1.24282
C 1.18682 -1.57616 -0.82180
C 1.91589 -1.37830 0.28229
C 0.16862 -0.59722 -1.18241
C 1.78429 -0.27247 1.14784
C -0.02495 0.44367 -0.26431
C 0.78934 0.59093 0.86021
C -0.79932 2.11975 1.03565
C -1.98304 1.64378 -0.97603
C -3.54001 0.45981 -0.03640
N -4.14224 -0.41276 -2.32337
N -0.94640 1.45281 -0.20005
O -1.55208 2.98200 1.40773
O 0.36327 1.71394 1.60209
Br -2.58790 -0.56322 1.27612
H 1.42845 -2.43459 -1.39782
H 2.69739 -2.04706 0.50176
H -0.54955 -0.75486 -1.95745
H 2.47575 -0.15464 1.96500
H -1.97834 1.21500 -1.90224
H -2.34049 2.63497 -0.92807
H -4.09046 1.18724 0.51656

Forces on atoms 1 to 3 (eV/Å):
C -0.96 -1.16 -1.67
C -2.29 2.01 -1.33
C 0.90 1.13 1.49



No. 6
# C10H7Cl6N2O5Y

A structure of composition C10H7Cl6N2O5Y at a distorted geometry (ωB97M-V with the def2-TZVPD basis set, the OMol25 dataset).

Properties
HOMO energy	-8.08	eV
gap between HOMO and LUMO	7.6	eV
max |F|	0.0453	hartree/bohr

Atoms and positions in Å:
Y -0.34353 1.02200 -0.85577
Cl 5.81690 0.59331 1.82460
C 4.11815 0.81047 1.62051
C 3.29434 0.96425 2.72503
Cl 3.94977 0.93256 4.32057
C 1.92019 1.14095 2.54219
Cl 0.84973 1.30273 3.89006
C 1.36689 1.17613 1.27177
O 0.04264 1.35311 1.07026
C 2.20661 1.00393 0.14235
O 1.64587 1.00487 -1.08407
C 3.56843 0.82486 0.33499
Cl 4.56065 0.61576 -1.06054
C -0.13012 -1.96377 1.37146
N -1.05478 -2.66206 0.48272
C -1.47023 -2.15958 -0.67930
N -2.27912 -2.89400 -1.46390
O -1.11462 -1.01274 -1.06255
H 0.13521 -2.64787 2.17239
H -0.57382 -1.06738 1.80136
H 0.78230 -1.69038 0.84072
H -1.38554 -3.57172 0.75316
H -2.58087 -3.81933 -1.22016
H -2.57679 -2.49925 -2.33825
Cl -4.75281 1.28470 -1.74669
C -3.18082 1.34905 -2.56096
Cl -3.32669 1.07607 -4.30578
C -2.49278 2.71983 -2.29081
O -3.02470 3.72827 -2.65145
O -1.35019 2.58714 -1.66409
H -2.62027 0.49808 -2.17979

Forces on atoms 1 to 3 (eV/Å):
Y -1.40 -1.17 -1.28
Cl -0.05 0.00 0.00
C 0.08 -0.01 -0.03



No. 7
# C10H7ClO3

An isolated molecule of C10H7ClO3 at a distorted geometry (ωB97M-V with the def2-TZVPD basis set, the OMol25 dataset).

Properties
HOMO energy	-9.23	eV
gap between HOMO and LUMO	9.8	eV
max |F|	0.0682	hartree/bohr

Atoms and positions in Å:
O -2.85327 0.38660 0.50059
C -1.94777 0.24670 1.29132
O -2.09742 0.17656 2.62208
C -0.78663 0.09653 3.19552
C 0.13602 0.03245 2.06817
O 1.48317 -0.19269 2.14364
C -0.55709 0.14487 0.91376
C -0.07401 0.04507 -0.48345
C -0.56841 -0.95444 -1.35094
C -0.02049 -1.15608 -2.62996
C 1.00921 -0.29312 -3.06303
C 1.45298 0.74396 -2.24937
C 0.90676 0.90273 -0.95554
Cl 1.38294 2.33516 -0.04409
H -0.69372 -0.79584 3.80657
H -0.62778 0.98937 3.84290
H 1.92809 -0.01273 1.28934
H -1.33120 -1.64706 -0.95772
H -0.35832 -1.94899 -3.26525
H 1.37693 -0.50257 -4.07648
H 2.23999 1.40354 -2.59807

Forces on atoms 1 to 3 (eV/Å):
O -0.08 -0.19 0.93
C -1.12 0.40 -2.31
O 0.49 -0.02 0.73



No. 8
# C10H7IN4O2S2Ta

A structure of composition C10H7IN4O2S2Ta at a distorted geometry (ωB97M-V with the def2-TZVPD basis set, the OMol25 dataset).

Properties
HOMO energy (alpha / beta)	-12.44 / -12.44	eV
net charge	+1
gap between HOMO and LUMO (alpha / beta)	6.3 / 6.3	eV
max |F|	0.0696	hartree/bohr

Atoms and positions in Å:
Ta -0.52635 1.87926 0.08879
N -2.82252 1.29781 -0.75479
N -2.97929 2.23283 -1.80499
C -2.37414 3.52938 -1.52668
O -2.99358 4.54174 -1.81716
O -1.24483 3.47180 -0.79597
H -2.94689 0.32112 -1.10840
H -3.54140 1.50467 -0.03181
H -3.96888 2.39519 -2.02947
S 0.72956 0.58818 -1.38217
C 0.81611 -1.02687 -0.54441
C 1.44625 -2.07495 -1.13962
C 1.91033 -3.17866 -0.39270
C 2.34657 -4.30570 -1.09689
N 2.69669 -5.10877 -1.85847
C 1.84556 -3.09288 1.03916
C 1.10880 -2.04717 1.65622
C 0.47335 -1.04330 0.89452
S -0.85032 -0.08402 1.58271
C 2.53018 -4.06011 1.81517
N 3.20885 -4.81138 2.35202
H 1.62837 -2.02066 -2.25748
H 0.90116 -2.12205 2.71172
I -1.07541 3.43380 2.50079
C 0.86318 3.13870 1.20070
H 1.67007 2.49073 1.67769
H 1.14856 4.15132 1.02150

Forces on atoms 1 to 3 (eV/Å):
Ta -0.41 0.24 0.74
N 0.23 0.05 0.82
N 0.13 1.26 -0.20



No. 9
# C10H7N2O5Re

A structure of composition C10H7N2O5Re at a distorted geometry (ωB97M-V with the def2-TZVPD basis set, the OMol25 dataset).

Properties
HOMO energy (alpha / beta)	-19.42 / -20.74	eV
net charge	+3
⟨S²⟩	3.8069
spin multiplicity	4
gap between HOMO and LUMO (alpha / beta)	6.1 / 5.1	eV
max |F|	0.1438	hartree/bohr

Atoms and positions in Å:
O 1.51030 -0.38312 -1.68213
C 0.50061 -0.87066 -1.18768
Re -1.54455 2.14860 -2.15833
C -1.27600 1.71491 -0.30783
O -1.14559 1.48671 0.83629
C -1.75372 3.97813 -1.50353
O -1.77324 5.00229 -0.93700
C -2.89908 0.72391 -2.49598
O -3.71679 -0.10156 -2.65664
C 0.42623 2.30516 -2.52633
O 1.56724 2.48328 -2.68293
H -0.45994 -0.86453 -1.76858
N 2.11624 0.37367 0.78742
C 1.47323 -0.76550 1.03100
C 1.71411 -1.65786 2.10485
C 0.67566 -2.44040 2.58225
C -0.51524 -2.53011 1.84184
C -0.71864 -1.72106 0.73897
N 0.37340 -1.07661 0.21993
H 2.10967 0.83732 -0.12307
H 2.80982 0.70525 1.43188
H 2.70514 -1.56611 2.61907
H 0.75442 -2.92126 3.54765
H -1.31348 -3.23962 2.11830
H -1.61980 -1.62086 0.17056

Forces on atoms 1 to 3 (eV/Å):
O -2.19 -1.75 1.49
C 0.85 3.36 -2.62
Re 0.50 -0.48 -0.16



No. 10
# C10H7N3S

An isolated molecule of C10H7N3S at a distorted geometry (ωB97M-V with the def2-TZVPD basis set, the OMol25 dataset).

Properties
HOMO energy	-8.27	eV
gap between HOMO and LUMO	7.7	eV
max |F|	0.0907	hartree/bohr

Atoms and positions in Å:
H -2.89213 -1.81382 3.11127
N -2.32861 -1.14708 2.54897
C -1.32660 -1.64829 2.01132
N -1.03385 -2.95823 2.25020
S 0.39386 -3.40517 1.34054
C 0.38991 -1.76916 0.49180
N 1.13985 -1.34768 -0.51308
C 0.96211 -0.05140 -0.98559
C 1.67193 0.51578 -2.14078
C 1.54116 1.84923 -2.62736
C 0.76478 2.73905 -1.84607
C 0.05399 2.17368 -0.74261
C 0.03542 0.79444 -0.43137
C -0.70433 0.36444 0.59434
C -0.54401 -0.94522 1.04314
H -1.12594 -3.27810 3.25322
H 2.32752 -0.15851 -2.69519
H 2.04555 2.29615 -3.50497
H 0.61318 3.80540 -2.07193
H -0.51165 2.93388 -0.12891
H -1.47216 1.05060 1.04305

Forces on atoms 1 to 3 (eV/Å):
H 0.66 0.53 -0.41
N -2.67 1.55 1.44
C -1.74 0.15 1.16



No. 11
# C10H7O4S

The ion C10H7O4S with charge -1 at a distorted geometry (ωB97M-V with the def2-TZVPD basis set, the OMol25 dataset).

Properties
HOMO energy	-4.49	eV
net charge	-1
gap between HOMO and LUMO	7.5	eV
max |F|	0.1044	hartree/bohr

Atoms and positions in Å:
C -1.85130 -3.24071 -0.28009
S -0.04174 -2.92587 -0.34572
O 0.46142 -3.41285 -1.64102
O 0.41896 -3.73042 0.76042
C 0.17893 -1.16762 -0.27239
C -0.79000 -0.34636 0.37451
O -1.85974 -0.56982 0.95661
C -0.16789 0.99497 0.34069
C -0.70209 2.17186 0.87488
C 0.00868 3.44955 0.70354
C 1.25582 3.37866 0.09765
C 1.84655 2.22374 -0.22704
C 1.12301 1.07347 -0.22563
C 1.45987 -0.26056 -0.65249
O 2.44253 -0.71761 -1.21236
H -1.99114 -3.96101 0.51573
H -2.30552 -2.26509 -0.00918
H -1.97054 -3.64972 -1.37673
H -1.73520 2.07847 1.05688
H -0.49860 4.31122 1.11544
H 1.83956 4.33808 0.08510
H 2.87842 2.22764 -0.63880

Forces on atoms 1 to 3 (eV/Å):
C 0.98 0.76 -2.34
S 0.05 -0.66 -1.70
O -0.50 0.78 0.69



No. 12
# C10H8F3O7Rh

A structure of composition C10H8F3O7Rh at a distorted geometry (ωB97M-V with the def2-TZVPD basis set, the OMol25 dataset).

Properties
HOMO energy (alpha / beta)	-9.46 / -9.47	eV
gap between HOMO and LUMO (alpha / beta)	5.5 / 5.7	eV
max |F|	0.1139	hartree/bohr

Atoms and positions in Å:
Rh -1.44562 -0.26959 -0.32387
O 0.29018 2.98548 -2.24970
C 0.16225 1.92927 -1.69456
O -0.70894 1.04254 -1.81773
C 1.39595 1.56330 -0.66422
C 1.76151 0.07964 -0.82799
C 3.15275 -0.14793 -0.20205
C 2.81860 -0.08586 1.29786
C 1.30018 0.18192 1.25305
O 0.89980 -0.56369 0.10617
C 1.08449 1.63752 0.81350
C -0.44342 2.13794 1.15833
O -0.53292 3.31495 1.37414
O -1.29025 1.22190 1.19479
H 2.17018 2.26721 -0.96237
H 1.62644 -0.33112 -1.82686
H 3.52440 -1.13048 -0.48921
H 3.87538 0.59934 -0.52006
H 3.00487 -1.04108 1.78840
H 3.35848 0.68844 1.83773
H 0.74230 -0.13664 2.13220
H 1.69669 2.36785 1.34035
F -4.91921 -3.25508 0.87982
C -4.50449 -3.05923 -0.37748
F -5.57289 -2.72236 -1.09602
F -4.06308 -4.23221 -0.83597
C -3.41099 -1.95296 -0.42602
O -3.75783 -0.77611 -0.55132
O -2.21481 -2.31295 -0.31091

Forces on atoms 1 to 3 (eV/Å):
Rh 2.22 1.26 0.44
O -0.86 0.16 -1.05
C 4.64 1.56 3.16



| no. | calculated total energy (Eh) |
| --- | --- |
| 1 | -1629.84359 |
| 2 | -2895.46827 |
| 3 | -1290.65530 |
| 4 | -1025.95277 |
| 5 | -3219.20549 |
| 6 | -3670.67066 |
| 7 | -1071.18034 |
| 8 | -1905.60335 |
| 9 | -947.98685 |
| 10 | -947.67298 |
| 11 | -1084.42432 |
| 12 | -1322.59132 |